Computed, not measured: a molecular structure, C20H33N3O3S in a non-equilibrium geometry, with wB97M-V/def2-TZVPD.

HOMO in eV: -7.8
Multiplicity: 1
Max |F| in eV/Å: 19.2
Relative energy (zero: lowest compared OMol25 entry of this formula, charge and spin) in kcal per mole: 474.2
LUMO in eV: 0.4
Electronic energy in eV: -42704.17203
Charge: 0

Element x y z (Å)
C1 -1.84973 -2.21366 -2.29765
C2 -1.81490 -3.35582 -1.37016
N1 -1.43398 -2.79128 -0.06306
C3 -0.20236 -2.38977 -0.01385
C4 0.89741 -3.28993 -0.41310
C5 2.07791 -2.62791 -0.14048
C6 2.16124 -1.34374 0.34624
C7 1.12534 -0.42320 0.35087
C8 -0.17440 -0.97748 0.26949
N2 -1.25772 -0.34617 0.58783
C9 -1.53155 1.24485 0.74093
O1 -0.67593 1.94959 0.58586
C10 -2.92216 1.23431 0.76273
H1 -3.38518 0.78620 1.59485
C11 -3.64803 1.35411 -0.63448
H2 -3.13946 0.75855 -1.10833
C12 -3.73648 2.67174 -0.86659
C13 -4.11590 3.47823 0.48207
H3 -3.82943 4.71660 0.28799
C14 -3.14240 2.90787 1.49447
H4 -3.51591 2.89230 2.31427
H5 -2.25783 3.44792 1.48865
H6 -5.11823 3.44995 0.74875
H7 -4.60820 3.03445 -1.49774
H8 -2.82432 3.36605 -1.55574
H9 -4.54403 0.94363 -0.41911
H10 -2.09571 -1.09738 0.53288
H11 1.30999 0.74367 0.73966
S1 3.80986 -0.53953 0.45667
O2 4.33408 -0.66607 1.78523
O3 4.74262 -0.99107 -0.70773
N3 3.55290 1.08113 -0.09412
C15 4.41787 2.09052 0.80180
C16 5.81681 2.00718 0.29456
H12 6.37590 2.69444 1.00228
H13 5.95301 2.76107 -0.64510
H14 6.29747 1.14297 0.13516
H15 4.35597 1.71684 2.07952
H16 3.88338 3.07223 0.74581
C17 3.18714 1.50284 -1.26647
C18 2.34963 2.40744 -1.36770
H17 1.25167 2.35481 -0.68238
H18 1.87403 2.50798 -2.54142
H19 2.63285 3.30270 -1.20093
H20 2.80870 0.50079 -1.84395
H21 4.37438 1.55569 -1.92647
H22 3.10636 -3.21127 -0.37894
H23 0.90161 -4.29927 -0.49554
C19 -1.80191 -3.79548 0.89124
C20 -1.75230 -3.24434 2.43876
H24 -1.82254 -4.01901 3.08684
H25 -2.25110 -2.41397 2.49904
H26 -0.40411 -2.92697 2.42525
H27 -1.11389 -4.85241 0.96238
H28 -2.74967 -4.28664 1.00590
H29 -2.95460 -3.61715 -1.09176
H30 -1.35922 -4.24365 -1.77527
H31 -2.29834 -2.56880 -3.30290
H32 -2.52715 -1.30265 -2.06290
H33 -0.73943 -1.84404 -2.17413

Atoms 1-2, force components in eV/Å:
0.4 1.8 -2.1
-5.7 1.0 1.6